# 1
ORCA calculation (ωB97M-V/def2-TZVPD) on a cluster of 2 separate species, C10H9FN2OS in total.

Last column: Mulliken charge in e.
Element x y z (Å)
H: -0.620 -0.950 -0.123  0.20
C: 3.858 1.464 -0.306  0.45
O: 5.007 1.796 -0.193  -0.57
C: -0.891 2.375 -0.261  0.52
H: 3.920 -0.617 -0.704  0.25
C: 3.016 -1.566 2.146  -0.36
N: 2.033 0.006 -0.513  -0.08
C: 1.879 -1.187 2.384  -0.54
C: 1.275 1.128 -0.181  0.37
F: -0.286 3.565 -0.026  -0.30
C: -2.263 2.386 -0.379  -0.59
C: -2.365 0.022 -0.520  -0.75
C: -3.038 1.161 -0.636  -0.54
H: 1.011 -0.936 2.822  0.46
H: -2.824 -0.901 -0.780  0.35
H: -4.074 1.136 -0.393  0.37
C: -0.852 -0.015 -0.722  -0.42
H: 1.936 -0.932 -0.109  0.28
N: 3.376 0.224 -0.594  -0.28
C: -0.080 1.243 -0.432  0.04
H: -2.641 3.318 -0.264  0.52
S: 2.341 2.537 -0.297  -0.16
H: 3.948 -1.787 1.838  0.48
H: -0.507 -0.358 -1.741  0.31

Computed properties:
* charge: 0
* SMILES string: O=C1NN/C(=C2\CC=CC=C2F)S1.C#C
* Kohn-Sham gap (spin up / spin down): 7.2 / 7.2 eV
* E_HOMO (spin up / spin down): -7.0 / -7.0 eV

# 2
ORCA calculation (ωB97M-V/def2-TZVPD) on a cluster of 7 separate species, CH16NO6 in total.

Last column: Mulliken charge in e.
Element x y z (Å)
H: -1.923 0.769 1.126  0.42
O: 2.345 -0.019 -0.934  -0.72
H: -1.817 -1.108 0.806  0.39
H: -0.624 1.767 -0.226  0.37
H: -2.925 -1.416 3.065  0.27
O: 4.335 -0.177 0.839  -0.70
O: 0.407 1.511 -1.620  -0.75
H: 2.816 0.227 -0.151  0.36
O: -1.465 -0.925 -2.460  -0.70
N: -2.380 -0.283 1.416  -0.35
H: -1.133 -1.643 -0.914  0.39
H: 4.684 -1.016 1.087  0.32
H: -2.448 0.358 3.333  0.23
H: -1.005 -0.130 -2.637  0.32
H: 3.004 -0.563 -1.389  0.32
H: 1.169 0.921 -1.395  0.48
H: 5.134 0.339 0.536  0.34
O: -1.326 1.799 0.508  -0.57
H: -1.375 2.706 0.766  0.33
H: -2.394 -0.729 -2.607  0.33
O: -1.105 -1.906 0.032  -0.57
H: -0.246 -2.301 0.192  0.35
C: -2.570 -0.478 2.648  -0.19
H: 0.840 2.296 -2.021  0.30

Computed properties:
* charge: +1
* Kohn-Sham gap: 11.7 eV
* E_HOMO: -14.5 eV

# 3
ORCA calculation (ωB97M-V/def2-TZVPD) on a cluster of 12 separate species, C5H34N2O12 in total.

Last column: Mulliken charge in e.
Element x y z (Å)
C: 2.019 3.045 0.443  -1.77
H: 0.501 -0.809 -4.404  0.31
O: -3.225 -1.463 2.873  -0.66
H: -0.167 -1.571 2.018  0.15
N: 0.377 2.168 -1.143  -0.23
H: -2.424 -1.011 2.578  0.34
H: -3.861 1.261 1.456  0.30
H: -3.567 -2.892 0.275  0.29
N: 1.225 2.459 -3.363  -0.56
O: -0.076 -4.140 -0.281  -0.59
H: -2.892 -2.348 3.052  0.31
H: 1.666 -4.146 1.774  0.26
H: 2.160 3.691 -0.427  0.39
O: 3.124 -2.063 -0.076  -0.53
O: -0.464 -0.834 0.331  0.00
H: 2.917 2.591 0.849  0.42
H: 2.247 1.448 -1.912  0.40
H: -0.582 1.841 -1.194  0.44
H: -0.790 0.618 3.894  0.36
O: -0.179 -1.515 2.990  -0.61
H: 3.898 -1.540 -0.315  0.28
H: 1.190 0.339 1.597  0.72
H: 2.512 0.444 0.579  0.29
H: -0.885 1.183 2.506  0.28
H: 0.685 -1.965 3.055  0.37
H: 0.065 2.207 0.894  -0.20
H: -1.037 3.768 0.619  0.31
C: 0.575 -0.451 -0.163  -0.14
H: 1.007 -0.880 -1.070  0.14
O: 0.996 -3.650 2.244  -0.59
H: 0.394 2.549 -3.914  0.17
H: 1.810 3.838 1.168  0.38
H: 0.001 4.671 -0.045  0.35
H: -1.132 0.032 -2.485  0.38
O: -0.876 4.673 0.344  -0.64
H: -4.373 -1.488 0.470  0.31
O: 1.417 -1.098 -4.403  -0.62
C: 0.905 2.019 0.229  1.09
H: 1.751 3.283 -3.208  0.21
H: 3.433 -2.973 -0.138  0.26
H: 0.140 -4.074 2.163  0.29
C: 1.432 0.573 0.553  -1.05
H: -3.331 0.595 0.209  0.24
O: -0.971 1.446 3.429  -0.67
O: -1.385 -0.823 -2.851  -0.68
C: 1.221 1.565 -2.238  -0.30
H: 0.762 0.630 -2.524  -0.13
H: -0.442 -3.251 -0.196  0.26
H: 1.588 -1.684 -3.664  0.30
H: -0.408 -4.421 -1.137  0.28
O: -3.187 1.362 0.775  -0.59
O: -3.824 -2.044 -0.079  -0.60
H: -1.942 -1.162 -2.138  0.29

Computed properties:
* charge: 0
* SMILES string: C[C@H](CC=O)NCN.O.O.O.O.O.O.O.O.O.O.O
* Kohn-Sham gap: 8.9 eV
* E_HOMO: -9.1 eV

Electronic energy
In order: -1069.06417, -553.64417, -1223.22442
Unit: Eh